DFT (ωB97M-V/def2-TZVPD) results for C46H89N9O12SSi2 as an isolated structure in a non-equilibrium geometry.

Geometry as XYZ:
```
159
Properties=species:S:1:pos:R:3:forces:R:3
C 7.410120 -6.833650 3.624509 -0.3821 0.3279 -0.3631
C 6.151653 -7.106167 2.823068 -0.4147 -0.6532 -0.5563
N 6.200384 -8.073966 1.995947 0.0695 0.2046 0.4317
C 4.887053 -6.254609 2.953949 0.9536 0.3438 0.1090
Si 4.969558 -4.571636 2.074717 -0.0420 -0.0834 0.2927
O 5.184382 -3.294575 3.109516 -0.9683 -0.7440 -0.2707
Si 3.804923 -2.565551 3.741022 0.3125 1.2566 -0.0025
C 2.560664 -2.006196 2.438241 0.2381 0.1174 0.0268
C 3.182194 -1.490324 1.137849 -0.9140 -1.1128 1.3757
C 4.083582 -0.451843 1.177349 0.0127 0.2996 0.1731
C 4.669065 -0.014319 0.005867 0.1316 0.3172 0.7286
C 4.338232 -0.653582 -1.163649 0.7357 0.8642 -0.7234
C 3.425595 -1.678298 -1.201387 -0.3502 -0.8484 -0.9877
C 3.106419 -2.339488 -2.536638 0.1211 0.5747 0.7275
C 2.830033 -2.123219 -0.037765 0.2668 0.2178 -0.3195
C 4.398017 -1.033169 4.698624 0.4476 -0.6318 -0.1673
C 5.923199 -0.848507 4.697672 0.4030 -0.2517 0.9791
C 6.667207 -1.983301 5.472615 -0.1626 0.4569 0.1036
O 6.471801 -0.745434 3.394759 -0.3089 0.3006 0.5082
C 7.378385 0.340132 3.194520 0.2923 -0.4973 -1.5939
C 8.497678 -0.190186 2.304732 -0.4057 0.3845 1.2503
C 8.545628 0.036030 0.953831 -0.6607 0.4390 -0.7164
C 9.583707 -0.460060 0.196557 0.5378 -0.1761 -0.8238
C 10.603720 -1.166275 0.793254 0.2077 -0.1639 -0.0166
C 10.542654 -1.390331 2.151525 0.8888 -0.7633 0.8861
C 9.506121 -0.917863 2.917517 -0.2401 0.2413 -0.0578
S 6.618737 -4.375761 0.604254 0.7166 0.7251 -1.1045
C 8.015187 -3.727815 1.547289 -0.5704 -0.1729 0.6448
O 6.255693 -3.325036 -0.324715 -0.3929 0.4687 0.2969
O 6.918549 -5.632844 -0.044223 0.2207 -0.5720 0.7302
H 7.230631 -6.149602 4.459154 0.1253 -0.2109 0.0174
H 7.830565 -7.790565 3.934760 -0.0775 0.1655 0.1856
H 8.140637 -6.382139 2.943462 -0.0672 -0.0046 0.1494
H 5.323206 -8.157328 1.483295 0.0632 -0.0384 -0.0382
H 4.057835 -6.807861 2.504099 0.0115 0.1260 0.1392
H 4.662660 -6.036611 4.007851 -0.0387 -0.0843 -0.1511
H 3.751133 -4.422772 1.263482 0.0325 0.0313 -0.0547
H 3.130563 -3.486769 4.687746 0.0639 -0.2011 -0.0413
H 1.847519 -2.821820 2.272303 0.0228 0.2339 -0.2606
H 2.009644 -1.163395 2.886362 -0.0177 -0.3044 0.1697
H 4.313818 0.000544 2.135971 0.1423 0.0437 -0.1629
H 5.371820 0.812695 0.069036 -0.0283 -0.1113 -0.2925
H 4.831377 -0.320061 -2.075651 -0.1493 -0.1720 -0.0015
H 4.039603 -2.436476 -3.096236 -0.2392 -0.2385 -0.1137
H 2.635654 -3.306240 -2.347092 0.0790 0.0475 -0.3209
H 2.426758 -1.676769 -3.087221 0.0344 -0.2943 -0.1213
H 2.114871 -2.943039 -0.045447 0.1907 0.2295 0.0383
H 4.110151 -1.179317 5.748837 -0.0965 0.2295 -0.1529
H 3.899499 -0.140153 4.305612 0.0185 -0.0900 0.1516
H 6.129238 0.064965 5.278058 -0.0018 0.0942 -0.4320
H 5.989015 -2.769077 5.821165 0.1571 -0.0368 -0.2007
H 7.157597 -1.568448 6.361314 -0.0682 -0.1068 -0.0930
H 7.446830 -2.388782 4.824735 -0.2199 -0.1734 0.0697
H 6.854696 1.113447 2.618434 0.1814 0.2489 0.5407
H 7.855219 0.702977 4.111387 -0.4827 0.0410 0.1000
H 7.764942 0.611169 0.462370 0.0276 -0.0456 0.1842
H 9.645551 -0.320205 -0.878843 -0.2844 0.1914 0.1238
H 11.446709 -1.543359 0.224345 -0.1337 0.0317 -0.0385
H 11.321449 -1.962806 2.653264 0.0122 0.0963 -0.1957
H 9.455643 -1.079453 3.990743 0.1401 -0.0879 -0.0959
H 7.981536 -4.183836 2.545389 0.2166 -0.1220 -0.2286
H 8.965412 -3.926206 1.051190 -0.2196 -0.0291 -0.1154
H 7.830806 -2.662103 1.710231 0.0386 -0.1354 -0.3198
C -1.766779 -3.921398 1.649683 0.0715 -0.0320 0.0576
C -0.849993 -3.579338 0.501646 0.2199 0.0306 -0.1730
O 0.337661 -3.884159 0.503084 -0.1797 -0.2345 0.2160
N -1.376564 -2.912629 -0.549523 -0.1374 -0.1264 0.2487
C -2.746375 -2.457477 -0.746069 0.4862 0.0757 -0.3195
H -1.197554 -4.450474 2.408957 0.0761 0.0132 -0.0741
H -2.178078 -3.013244 2.092034 -0.1379 -0.0512 -0.0389
H -2.577537 -4.566454 1.309821 -0.0941 0.1078 0.0437
H -0.702981 -2.720015 -1.274560 -0.0059 0.0103 0.0049
H -3.147796 -2.911262 -1.651741 -0.2090 0.0565 0.0739
H -2.742178 -1.376826 -0.871675 -0.2671 -0.0075 0.0211
H -3.382189 -2.714704 0.093035 0.0164 -0.0019 -0.0015
C 5.678688 5.349519 1.839191 0.0725 0.0157 -0.0420
C 5.692571 3.871716 2.142762 0.0359 -0.2550 -0.0181
O 6.447314 3.099031 1.567381 -0.0031 0.0996 -0.1243
N 4.831368 3.414142 3.084993 0.0662 0.2568 -0.1139
C 3.865794 4.169227 3.868864 0.1502 -0.5798 -0.0527
H 6.417172 5.556894 1.070129 0.0121 -0.1123 0.0082
H 4.697767 5.652901 1.471295 -0.0066 0.0853 0.1092
H 5.933100 5.923865 2.730786 -0.1341 0.0637 -0.0120
H 4.894528 2.418955 3.235593 -0.0301 0.0042 0.0010
H 4.088445 4.046799 4.928080 -0.1314 0.1983 0.0418
H 2.868171 3.772384 3.672361 -0.0901 0.1862 0.0945
H 3.884677 5.223562 3.623411 0.0315 -0.0111 0.0216
C -5.393483 -1.120720 -3.794999 0.0811 0.0206 0.1458
C -5.618301 -0.401591 -2.490065 -0.2007 -0.1375 0.1520
O -5.303915 -0.905530 -1.407408 -0.0131 -0.0936 -0.1236
N -6.174355 0.823373 -2.538186 0.1261 -0.3486 -0.0825
C -6.602432 1.573838 -3.708255 -0.1815 0.1904 0.2909
H -4.940660 -2.089037 -3.593423 -0.0430 0.0208 0.1037
H -6.342812 -1.281970 -4.307056 0.0600 0.0731 -0.1206
H -4.718104 -0.547858 -4.432006 -0.2013 -0.0885 -0.1104
H -6.295216 1.252343 -1.632465 0.0084 0.1437 -0.0708
H -6.050232 2.515196 -3.738117 -0.0101 -0.0061 -0.1448
H -7.669491 1.792407 -3.614361 0.4115 -0.0565 -0.2256
H -6.421308 1.021165 -4.625347 0.1149 -0.0548 0.0717
C -11.416890 1.300477 -2.955350 0.1405 0.0096 -0.0044
C -10.538856 2.494744 -2.676729 0.1614 0.0150 -0.0137
O -9.371637 2.543176 -3.038552 -0.4253 0.1175 0.1047
N -11.085564 3.538228 -2.000050 -0.0817 -0.2046 -0.0967
C -12.437520 3.669366 -1.491284 0.3649 0.3334 0.0418
H -10.845855 0.554665 -3.499434 0.0198 0.0606 -0.0206
H -11.763201 0.857549 -2.020810 -0.1472 0.0143 -0.0560
H -12.271142 1.592857 -3.566192 -0.0929 -0.0898 0.0995
H -10.442352 4.299813 -1.849737 -0.0160 -0.0019 0.0168
H -12.907905 4.544271 -1.944075 -0.1716 -0.0676 0.0526
H -12.401406 3.814069 -0.410150 -0.1883 -0.0524 0.0107
H -13.033306 2.790369 -1.712506 0.0590 -0.0219 -0.0220
C -1.815385 0.620020 -7.684626 -0.0500 0.0125 -0.0271
C -2.282627 -0.068133 -6.425928 -0.1563 -0.0575 0.1438
O -3.465367 -0.138655 -6.125959 0.1228 0.0934 -0.1834
N -1.337871 -0.617440 -5.619006 0.0057 0.1504 -0.2535
C 0.102664 -0.637294 -5.800681 -0.2426 -0.2062 0.3930
H -2.680808 1.003555 -8.216837 -0.0498 -0.0450 0.0873
H -1.158396 1.455674 -7.440308 0.0944 -0.0616 -0.0768
H -1.292403 -0.084688 -8.332390 0.1088 0.0860 0.0075
H -1.720976 -1.059521 -4.798139 0.0241 -0.0066 -0.0010
H 0.445252 -1.672710 -5.837185 0.1623 0.0610 -0.0800
H 0.577822 -0.143101 -4.951499 0.1586 0.0219 -0.1067
H 0.396104 -0.133200 -6.715067 -0.0631 0.0090 -0.0038
C -3.398854 1.260537 -0.281506 0.0705 0.1841 -0.0905
C -3.776373 2.707477 -0.088910 -0.1004 0.0760 -0.1148
O -4.651787 3.245280 -0.750107 -0.0158 -0.0449 0.0423
N -3.105346 3.416822 0.860941 0.0120 -0.2159 -0.0722
C -2.045161 2.960882 1.738939 -0.2055 0.4769 -0.0235
H -4.015793 0.832530 -1.064117 0.0271 0.0794 0.1587
H -2.350581 1.179264 -0.578841 0.0363 -0.0451 0.1581
H -3.571949 0.699516 0.637894 0.1056 -0.0855 -0.0393
H -3.409595 4.374563 0.935470 0.0070 -0.0080 0.0078
H -2.358911 3.088183 2.777274 0.1376 -0.1340 0.0589
H -1.151867 3.565477 1.568289 0.1173 -0.1476 0.0847
H -1.805779 1.917302 1.565410 -0.0419 0.0094 -0.0460
C -12.597641 -1.192583 -7.875111 0.0185 -0.0360 0.0062
C -12.844080 -0.443013 -6.588564 0.0505 -0.0515 0.2187
O -12.555928 -0.913675 -5.500530 -0.0122 0.0245 -0.0280
N -13.406097 0.793472 -6.678131 0.0694 -0.2001 -0.2085
C -13.812527 1.512889 -7.870898 -0.0408 0.1774 0.4835
H -12.149173 -2.153324 -7.640740 -0.0096 0.0420 0.1029
H -13.537309 -1.366028 -8.401345 0.0567 0.0645 -0.1069
H -11.912354 -0.635567 -8.515382 -0.0958 -0.0062 -0.0947
H -13.543005 1.236707 -5.784127 -0.0176 0.0143 -0.0179
H -13.266535 2.456412 -7.924337 -0.0391 0.0079 -0.1921
H -14.880361 1.731203 -7.811958 -0.0023 0.0259 -0.1947
H -13.616506 0.937611 -8.769165 0.0225 -0.0400 0.0436
C 0.238339 6.088436 6.782292 0.0382 -0.0255 0.0276
C 1.093928 6.389268 5.576200 0.1984 -0.0064 -0.0580
O 2.279035 6.096324 5.533532 -0.0674 -0.0032 0.0324
N 0.500492 7.005816 4.520070 -0.0922 -0.1155 0.2403
C -0.881552 7.427994 4.384871 0.3595 0.0617 -0.3389
H 0.850773 5.599662 7.534135 0.0734 0.0164 -0.0768
H -0.161747 7.010689 7.205300 -0.1247 -0.0558 -0.0161
H -0.580215 5.420031 6.511845 -0.0869 0.0976 0.0508
H 1.128780 7.176709 3.750755 -0.0225 0.0283 -0.0033
H -1.327229 6.925985 3.524278 -0.1744 0.0413 0.0679
H -0.912180 8.505176 4.213708 -0.1859 -0.0018 0.0513
H -1.458940 7.192484 5.272296 0.0560 -0.0222 0.0176
```
Positions in Å, forces in eV/Å.

Results
2S+1   1
Highest occupied orbital energy   -0.2984 Eh
Strongest force on any atom   2.0 eV Å⁻¹